Record 1
# C54H126Cl18N8

A 14-piece molecular cluster, C54H126Cl18N8 overall at a distorted geometry (the ωB97M-V functional and the def2-TZVPD basis, the OMol25 dataset).

XYZ file:
```
206
Properties=species:S:1:pos:R:3:lowdin_charge:R:1
C -5.7644 -1.8894 2.2250 -1.5114
Cl -5.7076 -3.2765 1.1805 0.5823
Cl -7.2644 -0.9217 2.0312 0.4950
Cl -4.4520 -0.6887 2.1104 0.5324
H -5.7162 -2.2407 3.2659 0.0172
C -5.3682 3.6043 -0.4504 -1.4794
Cl -6.1537 2.5729 0.6706 0.5492
Cl -3.7674 2.9899 -0.9768 0.5102
Cl -5.0942 5.2517 0.3292 0.4633
H -5.9910 3.7002 -1.3502 0.0280
C -2.4890 3.6260 4.1999 -1.5063
Cl -3.2409 5.0178 5.0069 0.5397
Cl -3.4260 2.8782 2.8799 0.5520
Cl -1.9981 2.4075 5.4088 0.5199
H -1.5429 3.9967 3.7202 -0.0108
C -4.0096 -1.0793 -2.0737 -1.5422
Cl -3.8742 -2.7200 -2.5278 0.6023
Cl -5.6607 -0.7404 -1.4287 0.4798
Cl -3.6313 0.1057 -3.3610 0.5185
H -3.3384 -0.8821 -1.2274 -0.0183
C 2.3019 -5.1735 -2.2720 -1.5050
Cl 3.4903 -3.9631 -1.9224 0.5440
Cl 2.8818 -6.1016 -3.7406 0.4886
Cl 0.7606 -4.3334 -2.4881 0.5610
H 2.2406 -5.8402 -1.4197 -0.0505
C 3.1680 -4.4897 1.6705 -1.5038
Cl 3.5974 -4.5010 3.3753 0.5602
Cl 1.8095 -3.3616 1.4025 0.5753
Cl 2.6000 -6.0539 1.1422 0.5784
H 4.0018 -4.2443 1.0374 -0.0035
C 4.3668 1.9443 -2.7018 -0.0847
C 5.4858 2.9121 -2.4964 -0.2651
N 5.1984 4.1541 -1.7797 -0.1476
C 4.6519 3.9138 -0.4236 -0.3046
C 5.5015 3.1368 0.4740 -0.0975
C 4.3286 5.1458 -2.5193 -0.2335
C 5.0663 5.6643 -3.7341 -0.0910
H 4.7117 1.0309 -3.1843 0.0855
H 3.5397 2.3608 -3.2410 0.0461
H 3.8833 1.7583 -1.7458 0.0580
H 6.3158 2.4445 -1.9133 0.1160
H 5.8825 3.2068 -3.4945 0.1124
H 4.4726 4.8822 0.0591 0.1154
H 3.6721 3.4515 -0.4933 0.0911
H 6.4220 3.6532 0.6698 0.0781
H 4.9978 2.9483 1.4615 0.0855
H 5.6914 2.1696 0.0364 0.0618
H 4.0584 5.9421 -1.8669 0.0992
H 3.3473 4.8112 -2.9060 0.0897
H 4.6221 6.5324 -4.1821 0.0571
H 5.0406 4.9050 -4.5371 0.0765
H 6.0456 5.8637 -3.4142 0.0599
C 2.9579 -0.2896 3.3377 -0.0876
C 2.1412 -0.2250 4.6082 -0.2724
N 2.8573 0.2222 5.7789 -0.1739
C 2.1858 -0.3047 7.0205 -0.2561
C 3.1206 -0.1222 8.1745 -0.1057
C 3.1467 1.6310 5.8430 -0.2429
C 1.9555 2.6045 6.0733 -0.0873
H 3.2557 0.6684 2.8895 0.0455
H 2.4333 -0.8393 2.5617 0.0217
H 3.8742 -0.8093 3.5629 0.0707
H 1.1918 0.3475 4.4511 0.1136
H 1.7719 -1.2447 4.8439 0.1029
H 1.2315 0.1711 7.2928 0.1091
H 1.8979 -1.3488 6.8570 0.1078
H 4.0996 -0.5024 7.8249 0.0866
H 3.2779 0.9288 8.3742 0.0562
H 2.8407 -0.7346 9.0617 0.0866
H 3.5832 1.9534 4.8665 0.1102
H 3.8768 1.8712 6.6049 0.0977
H 2.3716 3.6215 6.0304 0.0723
H 1.4991 2.5464 7.0742 0.0734
H 1.1730 2.4392 5.3408 0.0242
C -0.0482 0.8395 -5.3976 -0.0627
C 1.4928 0.5829 -5.4391 -0.2303
N 1.9877 -0.1445 -6.6382 -0.1766
C 1.8029 0.5285 -7.8671 -0.3082
C 2.2612 1.9552 -7.8251 -0.0955
C 1.6259 -1.6122 -6.6480 -0.2154
C 1.8668 -2.2639 -5.2938 -0.1186
H -0.3439 1.4568 -6.2483 0.0619
H -0.2999 1.3736 -4.4634 0.0599
H -0.6034 -0.0883 -5.4357 0.0587
H 1.9843 1.5721 -5.4501 0.0931
H 1.7696 0.0672 -4.5438 0.0681
H 0.7493 0.5794 -8.1790 0.1142
H 2.3686 0.0000 -8.6140 0.1131
H 3.1447 1.9606 -7.2503 0.0614
H 1.5292 2.6279 -7.3606 0.0701
H 2.5139 2.3190 -8.8055 0.0723
H 0.5946 -1.7150 -6.8739 0.0900
H 2.1759 -2.1963 -7.4239 0.1236
H 1.6254 -3.3419 -5.3179 0.0597
H 2.8313 -2.0734 -4.8245 0.0757
H 1.1353 -1.8706 -4.5716 0.0477
C -4.2358 -9.3920 -0.4824 -0.0842
C -3.8851 -8.5094 -1.6881 -0.2735
N -4.4120 -7.1744 -1.7426 -0.1760
C -5.8405 -7.0415 -2.0734 -0.2603
C -6.1676 -7.5406 -3.4785 -0.0947
C -4.1677 -6.4061 -0.4767 -0.2524
C -2.7416 -6.4568 0.0606 -0.0823
H -3.8462 -9.0118 0.4733 0.0595
H -3.8862 -10.4144 -0.6583 0.0744
H -5.3134 -9.4458 -0.3029 0.0684
H -2.7735 -8.4475 -1.8502 0.1258
H -4.2347 -9.0505 -2.5454 0.0888
H -6.4335 -7.5377 -1.3198 0.0995
H -6.1045 -5.9749 -1.9822 0.1148
H -5.4130 -7.1612 -4.1782 0.0763
H -6.1668 -8.6503 -3.6243 0.0749
H -7.1461 -7.1826 -3.8185 0.0682
H -4.8466 -6.7139 0.3324 0.1080
H -4.5069 -5.3771 -0.5982 0.0668
H -2.0268 -6.0292 -0.6524 0.0759
H -2.3874 -7.4816 0.2317 0.0645
H -2.6669 -5.9239 0.9958 0.0359
C -0.4351 -3.9570 4.3819 -0.0953
C -0.7752 -5.0928 3.4607 -0.2708
N -1.4527 -6.2153 4.1213 -0.1812
C -2.6473 -5.7810 4.8427 -0.2777
C -3.6705 -5.1707 3.9427 -0.0949
C -0.4957 -7.0128 4.8698 -0.2789
C 0.0789 -8.1242 4.0359 -0.0889
H -0.0546 -4.3408 5.3284 0.0720
H -1.3641 -3.3972 4.5934 0.0740
H 0.2991 -3.2206 3.9837 0.0497
H -1.3596 -4.8020 2.5687 0.0787
H 0.1574 -5.5095 3.0232 0.0892
H -3.1108 -6.6267 5.3177 0.1076
H -2.4123 -5.1365 5.6945 0.1123
H -4.6230 -5.0691 4.4771 0.0821
H -3.3511 -4.1872 3.5772 0.0571
H -3.8258 -5.7807 3.0374 0.0743
H -1.0472 -7.4082 5.7028 0.1062
H 0.3292 -6.3993 5.2669 0.1098
H 0.3919 -9.0224 4.6331 0.0854
H 0.9279 -7.7912 3.4096 0.0536
H -0.7327 -8.4292 3.3725 0.0710
C -1.9256 -2.8518 0.7813 -0.0940
C -1.0100 -2.1316 -0.2105 -0.2820
N -1.2343 -0.6701 -0.2472 -0.1753
C -0.8157 -0.0964 1.0611 -0.2229
C -1.2426 1.3705 1.1280 -0.1217
C -0.5979 -0.0161 -1.3903 -0.2612
C 0.9269 0.1172 -1.3491 -0.0555
H -1.6427 -2.6118 1.7975 0.0510
H -1.9205 -3.9081 0.5751 0.0459
H -2.9438 -2.4613 0.6691 0.0155
H 0.0292 -2.4198 -0.0401 0.0216
H -1.2879 -2.5540 -1.1819 0.0662
H -1.3769 -0.6854 1.7983 0.0876
H 0.2564 -0.2685 1.2806 0.1059
H -0.9117 1.9754 0.2849 0.0469
H -2.3423 1.3778 1.0571 0.0014
H -0.9529 1.7644 2.0954 0.0502
H -1.0890 0.9311 -1.5686 0.0739
H -0.9043 -0.6763 -2.2485 0.1097
H 1.3729 -0.8814 -1.2195 0.0800
H 1.2444 0.8120 -0.5691 0.0606
H 1.3014 0.5967 -2.2079 0.0323
C 1.9070 2.8635 2.3755 -0.0818
C 1.1849 4.0993 1.7309 -0.2334
N 0.4521 4.9069 2.6817 -0.1905
C 1.3274 5.4866 3.6675 -0.2611
C 0.5639 5.7685 4.9296 -0.0838
C -0.3086 5.9674 2.0279 -0.2471
C -1.2587 5.3968 1.0051 -0.0926
H 1.3461 2.5198 3.2503 0.0485
H 2.8477 3.1265 2.8935 0.0585
H 1.9875 2.0865 1.5877 0.0715
H 2.0109 4.6549 1.2245 0.1184
H 0.4921 3.7143 0.9515 0.0845
H 1.7806 6.4009 3.3297 0.1153
H 2.1486 4.8342 3.8903 0.0887
H 0.0182 4.9109 5.2557 0.0410
H -0.2264 6.4702 4.7183 0.0502
H 1.0912 6.2058 5.7638 0.0798
H -0.7877 6.6164 2.8137 0.1225
H 0.3428 6.6744 1.5129 0.1148
H -1.6265 4.4133 1.3257 0.0402
H -2.1226 6.0461 0.8182 0.0623
H -0.7802 5.3115 0.0319 0.0546
C 1.5306 6.8169 -5.5464 -0.0945
C 0.8390 5.5991 -4.9437 -0.2500
N -0.0080 5.9252 -3.7826 -0.1758
C -0.5142 4.6984 -3.1144 -0.2348
C 0.4959 3.8647 -2.3549 -0.0819
C -1.1049 6.8043 -4.1299 -0.2842
C -1.6668 7.7274 -3.0596 -0.0780
H 2.2641 6.6418 -6.3439 0.0743
H 2.1355 7.3630 -4.8175 0.0700
H 0.7759 7.4983 -5.9570 0.0579
H 0.2638 5.1327 -5.7601 0.1171
H 1.6007 4.9071 -4.5597 0.0920
H -1.1813 5.1152 -2.3480 0.0933
H -1.0492 4.0920 -3.8729 0.1211
H 1.2464 3.4636 -3.0323 0.0476
H 0.9874 4.3884 -1.5676 0.0540
H 0.0171 3.0316 -1.8172 0.0601
H -1.9193 6.1959 -4.5438 0.1180
H -0.7992 7.5001 -4.9015 0.0902
H -2.4635 8.3235 -3.4863 0.0703
H -0.8704 8.3502 -2.6544 0.0764
H -2.0979 7.1481 -2.2372 0.0570
```

Kohn-Sham gap = 8.369 eV
Energy relative to the best compared isomer or geometry (same formula, charge and spin) = 0.0 kcal/mol
Energy = -295362.86533 eV
HOMO energy = -8.07 eV

=====

Record 2
# C6H12O12S3

A 3-piece molecular cluster, C6H12O12S3 overall at a distorted geometry (the ωB97M-V functional and the def2-TZVPD basis, the OMol25 dataset).

XYZ file:
```
33
Properties=species:S:1:pos:R:3:nbo_charge:R:1
C -0.8774 0.0912 -0.2590 -0.1161
C -1.8226 0.9516 0.6106 -0.0975
O -0.9969 2.0055 1.1042 -0.6801
S 0.5026 1.5042 1.2282 2.5168
O 0.6422 0.7347 2.4496 -0.9051
O 1.4090 2.6003 1.0139 -0.8916
O 0.4395 0.5790 -0.1117 -0.6545
H -1.1902 0.1561 -1.3050 0.2109
H -1.0196 -0.9792 -0.0853 0.2016
H -2.2370 0.4054 1.4591 0.1911
H -2.6229 1.3824 0.0173 0.2215
C -4.2080 -2.7764 2.7500 -0.1008
C -2.9693 -3.4875 2.1226 -0.0985
O -2.9519 -3.1127 0.7617 -0.6825
S -4.2518 -2.2672 0.3134 2.5445
O -5.2226 -3.1492 -0.2707 -0.8918
O -3.9067 -1.1017 -0.4337 -0.9010
O -4.6678 -1.8552 1.7777 -0.6828
H -3.8488 -2.2821 3.6490 0.2112
H -5.0471 -3.4359 2.9726 0.2025
H -2.8818 -4.5500 2.3563 0.2101
H -2.0639 -3.1049 2.6067 0.1927
C 5.5031 1.8930 -1.6558 -0.1062
C 4.3689 2.8747 -1.5157 -0.1081
O 3.6805 2.7689 -2.7508 -0.6770
S 3.8102 1.2708 -3.3749 2.5113
O 4.4795 1.3604 -4.6397 -0.9036
O 2.5963 0.5059 -3.3328 -0.8772
O 4.8657 0.7343 -2.2723 -0.6864
H 5.9690 1.5776 -0.7293 0.2201
H 6.2101 2.1926 -2.4334 0.2016
H 4.6347 3.9114 -1.3139 0.2167
H 3.6749 2.6020 -0.7091 0.2084
```

Kohn-Sham gap = 11.294 eV
Energy relative to the best compared isomer or geometry (same formula, charge and spin) = 20.4 kcal/mol
Energy = -63488.91986 eV
HOMO energy = -11.05 eV
SMILES string = O=S1(=O)OCCO1.O=S1(=O)OCCO1.O=S1(=O)OCCO1

=====

Record 3
# C23H25IrN7O7PS2

C23H25IrN7O7PS2 as an isolated structure (the ωB97M-V functional and the def2-TZVPD basis, the OMol25 dataset).

XYZ file:
```
66
Properties=species:S:1:pos:R:3:mulliken_spin:R:1
Ir -1.0266 0.2377 1.0568 2.0643
N -1.7202 1.9494 2.6458 0.1165
N -3.0723 2.3056 2.5031 -0.0013
C -3.8505 1.6646 1.6136 0.0008
N -5.0379 2.1907 1.3545 0.0162
S -3.4417 0.1498 0.9288 0.1109
H -1.5066 1.8321 3.6287 -0.0004
H -1.1406 2.6490 2.1758 -0.0066
H -3.2619 3.2924 2.6241 0.0029
H -5.2808 3.1185 1.6635 -0.0010
H -5.5775 1.7962 0.6028 0.0022
O 0.1408 0.0811 3.9628 0.0202
N 0.6573 0.1074 2.6662 0.0675
C 1.9034 0.3438 2.6574 -0.0238
C 2.8010 0.3217 1.4952 -0.0213
C 4.1498 0.4188 1.8474 0.0025
C 5.1593 0.2406 0.9188 0.0001
C 4.8293 -0.0695 -0.3884 -0.0021
C 3.4948 -0.1502 -0.7581 -0.0006
C 2.4646 0.0658 0.1531 -0.0147
P 0.7641 0.0814 -0.5244 0.4883
C 0.7584 1.4124 -1.7480 0.1744
C 1.8389 2.1914 -2.0265 -0.0555
C 1.8334 3.1126 -3.0939 0.3720
C 0.7099 3.2122 -3.9393 -0.0642
C -0.4079 2.4952 -3.6848 0.2984
C -0.5281 1.5825 -2.5107 0.0700
C 0.7287 -1.4246 -1.5526 -0.0121
C 0.3781 -2.6275 -0.9434 0.0378
C 0.4121 -3.8124 -1.6620 0.0093
C 0.7829 -3.8006 -2.9999 0.0051
C 1.1198 -2.6041 -3.6169 0.0025
C 1.0972 -1.4193 -2.8967 0.0366
H -0.5827 -0.5639 3.8769 0.0061
H 2.3817 0.4820 3.6253 0.0030
H 4.4065 0.6221 2.8796 -0.0006
H 6.1941 0.3249 1.2210 -0.0001
H 5.6028 -0.2410 -1.1248 -0.0001
H 3.2506 -0.3752 -1.7879 0.0035
H 2.7388 2.1029 -1.4319 0.0112
H 2.7040 3.7282 -3.2684 0.0117
H 0.7347 3.8909 -4.7814 0.0025
H -1.2946 2.5950 -4.2969 -0.0050
H -0.8845 0.6036 -2.8518 0.0937
H 0.0447 -2.6260 0.0878 -0.0221
H 0.1353 -4.7429 -1.1832 -0.0001
H 0.8023 -4.7237 -3.5641 -0.0003
H 1.3972 -2.5908 -4.6625 -0.0001
H 1.3648 -0.4890 -3.3851 0.0010
N -1.0904 -4.0397 3.4116 0.0022
C -2.3460 -3.5818 3.7236 0.0016
C -2.4552 -2.3699 3.1146 -0.0017
N -1.2845 -2.0821 2.4414 0.0522
C -0.4895 -3.1088 2.6438 -0.0041
H -0.6871 -4.9145 3.7022 0.0002
H -3.0323 -4.1473 4.3278 -0.0001
H -3.2977 -1.7012 3.0911 0.0027
H 0.5178 -3.2122 2.2728 -0.0001
O -2.7430 3.4396 -0.1056 0.0023
S -1.4197 3.2181 -0.6362 0.0142
O -1.6566 1.9950 -1.6693 0.0534
O -0.5239 2.6166 0.3952 0.1015
O -0.7919 4.2854 -1.3494 0.0211
O -2.3674 -1.4151 -3.2965 0.2286
N -2.8696 -1.9514 -2.3673 0.4899
O -2.6299 -1.9721 -1.2051 0.2368
```

Kohn-Sham gap (spin up / spin down) = 6.700 / 7.339 eV
Total charge = +1
2S+1 = 6
Energy relative to the best compared isomer or geometry (same formula, charge and spin) = 3.2 kcal/mol
<S²> = 8.80
Energy = -82805.80779 eV
HOMO energy (spin up / spin down) = -9.59 / -11.40 eV